(1)
{"formula": "C9H59BrClO28P", "method": "the ωB97M-V functional and the def2-TZVPD basis", "orbital_gap_ev": 7.7, "homo_ev": -9.54, "e_tot_ha": -5860.5999, "symbols": ["O", "C", "C", "C", "C", "C", "C", "Br", "C", "O", "C", "P", "O", "Cl", "C", "H", "H", "H", "H", "H", "H", "H", "H", "H", "O", "H", "H", "O", "H", "H", "O", "H", "H", "O", "H", "H", "O", "H", "H", "O", "H", "H", "O", "H", "H", "O", "H", "H", "O", "H", "H", "O", "H", "H", "O", "H", "H", "O", "H", "H", "O", "H", "H", "O", "H", "H", "O", "H", "H", "O", "H", "H", "O", "H", "H", "O", "H", "H", "O", "H", "H", "O", "H", "H", "O", "H", "H", "O", "H", "H", "O", "H", "H", "O", "H", "H", "O", "H", "H"], "positions_angstrom": [[1.541, -3.710, 2.307], [1.021, -2.634, 2.320], [-0.472, -2.470, 2.270], [-0.963, -1.460, 1.582], [-2.469, -1.222, 1.526], [-2.802, 0.250, 1.174], [-2.270, 1.156, 2.295], [-2.932, 3.004, 2.087], [0.027, -0.564, 0.879], [-0.153, -0.127, -0.199], [1.308, -0.302, 1.662], [2.175, 1.338, 1.596], [1.065, 2.567, 1.335], [3.265, 1.219, -0.195], [1.795, -1.294, 2.368], [-1.149, -3.131, 2.801], [-2.851, -1.375, 2.544], [-2.962, -1.917, 0.839], [-2.374, 0.572, 0.222], [-3.893, 0.349, 1.191], [-1.180, 1.246, 2.285], [-2.602, 0.820, 3.280], [0.378, 2.567, 2.024], [2.716, -1.249, 2.980], [-2.095, -1.809, -2.244], [-1.706, -1.186, -1.614], [-1.971, -1.385, -3.102], [1.835, 4.933, 2.726], [2.305, 5.762, 2.562], [1.740, 4.536, 1.850], [-2.295, -5.051, -1.696], [-1.991, -5.276, -0.804], [-2.345, -4.086, -1.679], [-4.512, -3.384, -3.559], [-3.644, -3.134, -3.216], [-4.734, -4.188, -3.073], [3.862, 6.705, 1.167], [4.330, 7.530, 1.002], [3.752, 6.313, 0.290], [-4.446, -7.177, -1.389], [-3.957, -6.355, -1.527], [-4.535, -7.555, -2.272], [4.087, -4.035, 0.602], [3.562, -4.192, -0.197], [3.442, -3.691, 1.234], [-6.025, 4.289, 3.176], [-5.335, 4.014, 2.559], [-5.634, 5.031, 3.650], [0.505, -4.880, 4.767], [0.928, -4.267, 5.378], [0.650, -4.491, 3.894], [2.292, -5.120, -1.439], [1.773, -5.270, -2.238], [1.645, -4.794, -0.802], [-2.597, 5.947, 1.536], [-1.911, 5.673, 0.917], [-2.205, 6.690, 2.009], [3.374, 5.080, -1.533], [4.193, 5.079, -2.045], [2.684, 5.257, -2.186], [-3.251, -4.257, -5.896], [-3.751, -4.394, -6.708], [-3.914, -3.968, -5.246], [-2.607, -4.553, 1.441], [-2.454, -4.902, 2.331], [-3.549, -4.709, 1.297], [6.075, 4.473, -1.184], [6.716, 5.025, -0.713], [5.600, 4.012, -0.481], [-5.799, 3.981, -0.091], [-6.641, 3.623, 0.210], [-6.000, 4.895, -0.321], [-6.116, -7.443, 0.825], [-5.785, -7.613, -0.071], [-5.845, -8.217, 1.330], [0.380, 4.838, -2.660], [-0.353, 4.428, -3.140], [0.153, 4.706, -1.733], [4.096, -2.618, 3.352], [4.399, -2.790, 2.452], [4.408, -3.373, 3.863], [3.332, 1.407, -3.805], [2.608, 0.985, -4.281], [3.114, 1.275, -2.875], [-1.586, 5.453, -5.093], [-1.111, 6.274, -5.266], [-1.697, 5.058, -5.967], [1.001, 3.737, -5.421], [1.326, 3.119, -4.756], [0.529, 4.404, -4.910], [-1.379, -6.722, 3.079], [-0.513, -6.464, 3.421], [-1.606, -7.507, 3.587], [7.627, 1.746, -0.681], [6.809, 1.355, -0.354], [7.379, 2.646, -0.928], [8.694, 5.812, 0.520], [9.008, 5.026, 0.984], [9.459, 6.108, 0.014]]}

---

(2)
{"formula": "CH5N2O", "method": "the ωB97M-V functional and the def2-TZVPD basis", "orbital_gap_ev": 6.3, "e_above_lowest_kcal_mol": 83.62, "charge": -1, "smiles": "CN(N)[O-]", "homo_ev": -1.15, "e_tot_ha": -225.7391, "symbols": ["C", "N", "N", "O", "H", "H", "H", "H", "H"], "positions_angstrom": [[0.317, 0.906, 0.278], [-0.014, -1.355, -0.579], [-0.042, 0.156, -1.001], [-1.232, 0.590, -1.446], [0.725, 1.880, 0.037], [-0.606, 0.946, 0.761], [0.986, 0.363, 0.960], [-0.943, -1.845, -0.854], [0.629, -1.706, -1.308]]}